{"formula": "C79H188N12O20", "method": "wB97M-V/def2-TZVPD", "elements": ["C", "C", "C", "C", "C", "C", "C", "C", "C", "N", "O", "H", "H", "H", "H", "H", "H", "H", "H", "H", "H", "H", "H", "H", "H", "H", "H", "H", "H", "H", "C", "C", "C", "C", "C", "C", "C", "C", "C", "N", "O", "H", "H", "H", "H", "H", "H", "H", "H", "H", "H", "H", "H", "H", "H", "H", "H", "H", "H", "H", "C", "C", "C", "C", "C", "C", "C", "C", "C", "N", "O", "H", "H", "H", "H", "H", "H", "H", "H", "H", "H", "H", "H", "H", "H", "H", "H", "H", "H", "H", "C", "O", "C", "C", "C", "N", "H", "H", "H", "H", "H", "H", "H", "H", "H", "H", "H", "C", "O", "C", "C", "N", "C", "C", "O", "C", "H", "H", "H", "H", "H", "H", "H", "H", "H", "H", "H", "H", "H", "H", "H", "C", "O", "C", "C", "N", "C", "C", "O", "C", "H", "H", "H", "H", "H", "H", "H", "H", "H", "H", "H", "H", "H", "H", "H", "C", "O", "C", "C", "N", "C", "C", "O", "C", "H", "H", "H", "H", "H", "H", "H", "H", "H", "H", "H", "H", "H", "H", "H", "C", "O", "C", "C", "N", "C", "C", "O", "C", "H", "H", "H", "H", "H", "H", "H", "H", "H", "H", "H", "H", "H", "H", "H", "C", "O", "C", "C", "N", "C", "C", "O", "C", "H", "H", "H", "H", "H", "H", "H", "H", "H", "H", "H", "H", "H", "H", "H", "C", "O", "C", "C", "N", "C", "C", "O", "C", "H", "H", "H", "H", "H", "H", "H", "H", "H", "H", "H", "H", "H", "H", "H", "C", "O", "C", "C", "N", "C", "C", "O", "C", "H", "H", "H", "H", "H", "H", "H", "H", "H", "H", "H", "H", "H", "H", "H", "C", "O", "C", "C", "N", "C", "C", "O", "C", "H", "H", "H", "H", "H", "H", "H", "H", "H", "H", "H", "H", "H", "H", "H"], "coordinates": [[-4.5438, 3.4709, -5.9027], [-6.0314, 3.3881, -5.6245], [-6.7697, 2.9648, -6.8338], [-6.1429, 2.3815, -4.4322], [-5.7399, 2.9803, -3.1373], [-6.6275, 4.2319, -2.8939], [-6.4338, 5.3056, -3.9634], [-7.5089, 6.3951, -3.7160], [-5.0171, 5.9715, -3.8960], [-6.7240, 4.6783, -5.2886], [-6.4694, 5.6405, -6.3015], [-3.8690, 3.7164, -5.0292], [-4.2641, 2.5997, -6.4203], [-4.4706, 4.3116, -6.6267], [-6.5678, 3.7356, -7.5667], [-6.4346, 1.9411, -7.1672], [-7.8486, 2.9434, -6.7042], [-7.1887, 2.0526, -4.2469], [-5.5272, 1.5017, -4.6724], [-5.8676, 2.2481, -2.3414], [-4.7440, 3.4536, -3.0623], [-6.4189, 4.6515, -1.8734], [-7.6809, 3.9119, -2.9720], [-7.3341, 7.3479, -4.2372], [-7.5077, 6.6035, -2.6582], [-8.5231, 6.0495, -4.0384], [-4.9383, 6.6450, -2.9993], [-4.8469, 6.6251, -4.7653], [-4.3509, 5.1758, -3.7056], [-5.4779, 5.7967, -6.3243], [-3.1561, -7.4026, 5.5326], [-1.6507, -7.5390, 5.6469], [-1.2731, -7.3465, 7.0699], [-1.2783, -8.9475, 5.1874], [-1.4428, -9.0980, 3.6328], [-0.3909, -8.1428, 3.0444], [-0.6762, -6.6812, 3.4226], [0.5760, -5.9292, 2.9993], [-1.8217, -6.1221, 2.6264], [-0.8400, -6.5267, 4.8691], [-1.3639, -5.2462, 5.1688], [-3.4082, -6.3839, 5.8523], [-3.4595, -7.5995, 4.5155], [-3.6904, -8.1022, 6.1624], [-0.3033, -7.7090, 7.2353], [-1.3058, -6.3086, 7.3628], [-1.9703, -7.7446, 7.8071], [-0.2473, -9.0339, 5.4966], [-1.8584, -9.6837, 5.7335], [-1.0600, -10.1178, 3.4303], [-2.4703, -8.9461, 3.2678], [-0.3777, -8.2729, 1.9469], [0.5833, -8.5223, 3.3360], [0.9584, -6.2515, 2.0315], [1.3707, -6.2678, 3.6313], [0.5953, -4.8108, 3.0078], [-2.7760, -6.5203, 3.0077], [-1.6514, -6.2659, 1.5047], [-1.8879, -5.0094, 2.6619], [-0.6116, -4.5993, 5.2108], [8.4581, 2.8058, -0.0904], [6.8967, 2.4538, -0.0487], [6.2769, 3.2262, 1.0679], [6.2123, 2.7401, -1.3752], [6.5337, 1.7161, -2.4662], [6.2719, 0.3475, -2.0717], [6.9812, 0.0177, -0.7768], [6.3607, -1.3331, -0.3797], [8.4843, -0.3164, -0.9652], [6.6628, 0.9959, 0.2481], [7.3990, 0.6688, 1.4448], [9.0353, 2.0786, -0.6665], [8.6247, 3.7444, -0.5817], [8.7797, 2.7664, 0.9089], [6.7096, 3.1273, 2.0244], [6.4034, 4.3025, 0.8333], [5.2217, 2.9125, 1.2744], [5.1101, 2.7822, -1.2082], [6.4833, 3.7098, -1.7225], [5.9776, 2.0091, -3.3627], [7.5948, 1.6915, -2.7348], [6.6982, -0.3205, -2.8423], [5.1322, 0.0536, -2.1355], [6.4752, -2.0526, -1.1919], [5.2999, -1.0897, -0.1742], [6.9056, -1.6451, 0.5649], [9.0027, 0.1839, -1.7992], [8.5751, -1.4118, -1.1936], [9.0554, -0.2078, -0.0437], [6.6709, 0.6424, 2.1461], [1.2198, 0.7158, 2.4570], [2.3010, 1.3665, 3.0252], [2.7787, 0.7589, 4.2650], [4.2779, 0.7365, 4.3291], [4.8672, 2.1764, 4.3374], [4.8835, 0.0666, 3.1896], [1.3222, -0.3997, 2.3794], [1.0708, 1.1161, 1.4710], [0.2947, 0.8619, 3.0209], [2.4147, 1.3180, 5.1028], [2.2911, -0.2427, 4.2893], [4.5707, 0.2282, 5.2815], [5.9265, 2.1085, 4.4279], [4.4438, 2.8105, 5.1305], [4.4808, 2.5636, 3.4304], [4.8162, -0.9786, 3.2375], [4.2702, 0.3303, 2.3718], [-2.2723, -0.1292, 3.7313], [-1.8201, -0.5838, 5.0141], [-1.1613, -1.8694, 4.8951], [-0.6487, -2.3398, 6.2408], [0.3665, -3.3650, 5.9471], [0.7679, -4.0750, 7.1165], [1.3324, -3.1264, 8.1847], [2.4238, -2.4153, 7.6873], [3.3006, -1.8574, 8.6067], [-1.7296, -0.5288, 2.8956], [-2.1958, 0.9666, 3.6471], [-3.2979, -0.3551, 3.5084], [-0.2568, -1.6495, 4.2446], [-1.7942, -2.6000, 4.4642], [-1.4603, -2.8069, 6.7895], [-0.1983, -1.5568, 6.8140], [1.0773, -2.9064, 5.3916], [1.5457, -4.7913, 6.9503], [-0.0835, -4.6305, 7.5078], [1.7354, -3.7047, 9.0183], [0.5761, -2.4329, 8.5765], [4.1379, -1.3757, 8.0222], [3.7620, -2.6393, 9.2165], [2.9026, -1.0942, 9.3121], [1.4655, 3.7546, 5.8412], [0.0584, 3.8490, 5.7347], [-0.5376, 2.5519, 5.6412], [-2.0534, 2.6122, 5.5643], [-2.5981, 2.9673, 4.2322], [-4.0282, 2.7783, 4.1782], [-4.4868, 3.2133, 2.8349], [-3.9758, 4.5966, 2.6601], [-4.4871, 5.1796, 1.4463], [1.8241, 3.3376, 6.7748], [1.8902, 4.7358, 5.7244], [1.9219, 3.1170, 5.0288], [-0.2463, 2.0073, 6.5492], [-0.2164, 2.0221, 4.7663], [-2.4314, 3.3112, 6.3114], [-2.3811, 1.6037, 5.8162], [-2.5348, 3.9683, 4.0688], [-4.5356, 3.3277, 5.0403], [-4.3544, 1.7302, 4.3336], [-5.5920, 3.2227, 2.8240], [-4.1305, 2.5452, 2.0940], [-4.3414, 4.5786, 0.5303], [-3.9979, 6.1414, 1.3060], [-5.5578, 5.4129, 1.3857], [-2.8831, 1.8092, -0.7646], [-2.3114, 2.5685, 0.2852], [-0.9340, 2.6034, 0.0389], [-0.1767, 3.3196, 1.1737], [-0.5423, 4.7224, 1.2421], [0.0560, 5.4656, 2.4061], [0.0655, 6.9463, 2.2985], [-1.2259, 7.4815, 2.4845], [-1.4060, 8.7629, 1.9265], [-2.8284, 2.3609, -1.6586], [-3.9239, 1.6481, -0.6519], [-2.4210, 0.8579, -0.8856], [-0.5670, 3.1804, -0.8813], [-0.3824, 1.6595, -0.0213], [0.8841, 3.2555, 0.8442], [-0.3638, 2.7881, 2.1303], [-1.5770, 4.7511, 1.3521], [1.1269, 5.1686, 2.4349], [-0.3536, 5.2309, 3.3925], [0.5442, 7.2843, 1.3012], [0.6649, 7.4049, 3.0664], [-0.8561, 9.5235, 2.5443], [-2.5158, 8.9091, 2.0539], [-1.1978, 8.8748, 0.8819], [-2.0760, 0.9171, -11.1583], [-2.3827, 0.8347, -9.7864], [-3.6600, 0.2253, -9.3864], [-3.5044, -0.5450, -8.1101], [-3.2174, 0.3242, -6.9542], [-2.7479, -0.3338, -5.7089], [-2.2369, 0.7172, -4.7265], [-1.3011, 1.5182, -5.4630], [-0.6914, 2.4791, -4.6287], [-2.2684, -0.0116, -11.7434], [-0.9887, 1.0264, -11.1776], [-2.4922, 1.7203, -11.7176], [-4.0450, -0.3974, -10.2199], [-4.4261, 1.0013, -9.3171], [-2.6823, -1.2088, -8.2490], [-4.4608, -1.1201, -7.8206], [-2.5351, 1.0012, -7.1865], [-1.8252, -0.9616, -5.8651], [-3.5594, -0.9441, -5.3118], [-1.7557, 0.1682, -3.9088], [-2.9344, 1.4229, -4.2391], [-1.4105, 3.0315, -4.0795], [-0.2454, 3.2532, -5.2228], [0.0900, 2.0406, -4.0040], [-1.2516, -4.7189, -4.5098], [-2.1279, -5.7145, -4.1404], [-2.3173, -5.6776, -2.6883], [-3.6411, -6.2110, -2.3727], [-3.8704, -6.0017, -0.9689], [-5.1544, -6.4578, -0.5088], [-5.4216, -6.1481, 0.9154], [-5.5751, -4.7521, 1.1204], [-5.7153, -4.4801, 2.4853], [-0.7961, -5.0198, -5.4726], [-0.4730, -4.4296, -3.7936], [-1.7601, -3.7597, -4.7703], [-2.2030, -4.6911, -2.3877], [-1.5416, -6.2305, -2.2082], [-3.6707, -7.3008, -2.5990], [-4.3558, -5.7348, -3.0322], [-3.7026, -5.0264, -0.7158], [-5.2154, -7.5496, -0.6586], [-5.9595, -5.9876, -1.0112], [-4.4726, -6.4722, 1.4395], [-6.3489, -6.7377, 1.2001], [-5.9004, -3.4383, 2.7205], [-4.9126, -4.9471, 3.0828], [-6.6179, -4.9469, 2.8183], [2.3804, -2.5887, -3.9586], [2.8430, -2.5260, -2.6357], [2.8023, -3.7911, -2.0026], [3.4258, -3.7669, -0.6205], [2.7274, -2.7055, 0.1128], [3.5200, -2.3559, 1.2793], [3.1233, -3.2506, 2.4909], [4.0089, -3.0526, 3.6185], [3.8690, -3.8540, 4.7627], [2.2338, -1.6066, -4.3459], [1.3231, -2.8874, -3.9676], [2.9814, -3.2003, -4.6372], [3.3689, -4.5428, -2.5839], [1.8441, -4.1784, -1.8489], [4.4443, -3.4704, -0.6646], [3.3295, -4.7278, -0.1640], [2.4722, -1.9334, -0.4718], [3.3576, -1.3296, 1.5202], [4.5604, -2.4316, 1.0525], [3.2517, -4.3461, 2.2285], [2.0644, -3.0887, 2.7492], [4.6952, -3.5463, 5.4159], [4.0032, -4.9653, 4.6246], [2.9336, -3.5923, 5.3448], [5.8352, 2.0429, -7.0999], [5.6617, 3.0591, -6.1295], [6.6952, 3.9879, -6.0378], [6.1914, 5.2967, -5.4473], [5.5605, 5.1278, -4.2354], [5.0687, 6.3459, -3.5962], [4.2928, 6.1095, -2.3375], [3.1755, 5.3282, -2.6131], [2.4173, 4.9953, -1.4348], [6.6335, 1.2197, -6.7994], [6.1985, 2.4567, -8.0402], [4.8717, 1.5635, -7.3935], [7.1695, 4.1738, -7.0068], [7.4829, 3.6299, -5.3423], [5.4927, 5.7931, -6.1558], [7.0977, 5.9391, -5.3563], [4.8398, 4.3573, -4.3567], [4.3165, 6.8647, -4.3109], [5.9476, 6.9796, -3.4437], [4.0281, 7.1161, -1.9462], [4.9566, 5.6326, -1.6064], [1.8267, 5.8931, -1.1080], [3.0929, 4.7921, -0.5843], [1.8213, 4.1528, -1.6519], [2.6055, 0.8736, -0.8750], [1.7328, -0.2005, -0.6584], [0.5952, -0.2856, -1.4966], [-0.3859, -1.3741, -1.0418], [-0.9268, -1.2530, 0.2944], [-1.7089, -2.4247, 0.6565], [-3.0907, -2.3613, 0.0132], [-2.9709, -2.8414, -1.3149], [-3.8821, -2.2812, -2.2247], [3.1386, 0.6880, -1.8324], [3.2922, 1.0543, -0.0114], [2.0647, 1.8248, -1.0185], [0.9565, -0.5990, -2.4917], [0.1381, 0.6931, -1.5882], [0.0425, -2.4245, -1.0944], [-1.2141, -1.3746, -1.7152], [-0.1748, -1.1515, 0.9436], [-1.7473, -2.3086, 1.7564], [-1.3120, -3.4323, 0.2704], [-3.4064, -1.2701, 0.0541], [-3.7982, -2.9345, 0.5677], [-4.8876, -2.2073, -1.8045], [-3.8155, -2.9792, -3.0586], [-3.4452, -1.2726, -2.4458]], "charge": 0, "mol_weight_g_mol": 1626.44, "homo_lumo_gap_ev": 8.57, "relative_energy_kcal_mol": 0.0, "total_energy_ev": -143785.1570, "fmax_ha_per_bohr": 0.0745}